(1)
105
Properties=species:S:1:pos:R:3:mulliken_charge:R:1 method="wB97M-V/def2-TZVPD" largest_force_ev_per_a=4.8 orbital_gap_ev=9.094 e_homo_ev=-8.837 smiles="C[Si](C)(C)OCC[C@]1(CCN)OS(=O)(=O)O[C@@]1(F)CCCCCCCC[Si](C)(C)c1ccccc1.CN(C)C=O.CN(C)C=O"
C 8.164 -0.322 -0.609 -0.936
Si 6.251 -0.502 -0.323 0.803
C 5.696 -1.860 -1.594 -0.875
C 6.052 -1.298 1.412 -0.337
O 5.408 1.004 -0.523 -0.665
C 4.047 0.808 -0.044 0.164
C 3.065 2.037 -0.370 -0.975
C 1.951 1.749 -1.509 0.951
C 1.240 0.306 -1.557 -0.531
C 1.567 -0.546 -2.876 -0.750
N 3.011 -0.786 -3.137 -0.460
O 2.684 2.158 -2.727 -0.325
S 1.925 3.364 -3.629 1.073
O 1.338 2.990 -4.952 -0.575
O 2.909 4.488 -3.621 -0.573
O 0.558 3.485 -2.621 -0.428
C 0.968 3.041 -1.305 0.995
F 1.628 4.238 -0.790 -0.397
C -0.391 2.846 -0.486 -0.942
C -1.138 4.203 -0.074 -0.711
C -2.074 4.697 -1.299 -0.505
C -3.641 4.697 -0.954 -0.895
C -4.196 3.223 -0.524 -0.095
C -5.770 3.399 -0.271 -0.890
C -6.619 2.008 -0.451 -0.237
C -8.032 2.430 -1.086 -0.746
Si -9.345 1.039 -1.177 0.412
C -10.825 1.416 0.024 -1.057
C -10.120 1.157 -2.960 -1.081
C -8.662 -0.741 -1.012 0.638
C -9.208 -1.819 -2.021 -0.240
C -8.707 -3.302 -2.031 -0.412
C -7.632 -3.759 -1.017 -0.370
C -7.111 -2.719 0.019 -0.500
C -7.614 -1.232 0.030 -0.206
H 8.601 -1.328 -0.253 0.216
H 8.366 -0.246 -1.732 0.272
H 8.614 0.523 0.013 0.282
H 6.285 -2.831 -1.481 0.238
H 4.605 -2.098 -1.328 0.199
H 5.825 -1.519 -2.685 0.334
H 5.499 -2.293 1.283 0.203
H 5.463 -0.675 2.165 -0.191
H 7.073 -1.528 1.870 0.339
H 3.688 -0.216 -0.406 0.020
H 4.114 0.728 1.110 -0.004
H 3.744 2.903 -0.721 0.253
H 2.562 2.343 0.624 0.296
H 1.543 -0.268 -0.599 0.352
H 0.086 0.372 -1.497 0.263
H 1.092 -1.590 -2.707 0.376
H 1.005 -0.121 -3.795 0.262
H 3.267 -1.778 -3.086 0.308
H 3.629 -0.199 -2.567 0.188
H -1.113 2.281 -1.193 0.260
H -0.210 2.124 0.392 0.411
H -1.862 3.928 0.782 0.338
H -0.461 5.024 0.331 0.377
H -1.736 5.765 -1.560 0.315
H -1.917 4.064 -2.239 0.249
H -3.882 5.493 -0.153 0.261
H -4.230 5.035 -1.892 0.391
H -3.924 2.514 -1.377 0.220
H -3.726 2.935 0.479 0.133
H -6.024 3.900 0.722 0.276
H -6.176 4.103 -1.097 0.328
H -5.985 1.328 -1.120 0.296
H -6.760 1.610 0.614 0.122
H -7.810 2.816 -2.151 0.340
H -8.471 3.307 -0.499 0.346
H -10.779 0.766 0.961 0.305
H -10.784 2.542 0.262 0.304
H -11.810 1.183 -0.537 0.275
H -10.546 2.216 -3.085 0.286
H -10.926 0.370 -3.133 0.297
H -9.240 1.032 -3.695 0.279
H -10.004 -1.569 -2.806 0.051
H -9.143 -4.035 -2.805 0.292
H -7.269 -4.838 -1.080 0.309
H -6.320 -3.110 0.758 0.278
H -7.198 -0.519 0.811 0.167
C 6.890 -6.066 2.516 -0.959
N 7.398 -5.389 1.340 0.132
C 7.522 -6.131 0.101 -0.942
C 7.762 -4.076 1.362 0.056
O 8.194 -3.450 0.410 -0.621
H 7.548 -6.907 2.754 0.365
H 5.884 -6.437 2.307 0.351
H 6.851 -5.389 3.371 0.285
H 8.565 -6.117 -0.223 0.300
H 6.911 -5.650 -0.668 0.266
H 7.194 -7.163 0.237 0.400
H 7.629 -3.608 2.350 0.341
C 3.115 -1.123 6.945 -0.923
N 3.905 -1.435 5.771 0.123
C 5.145 -0.718 5.548 -0.768
C 3.518 -2.382 4.869 0.067
O 4.135 -2.690 3.866 -0.528
H 2.830 -0.068 6.913 0.334
H 3.715 -1.312 7.839 0.335
H 2.213 -1.736 6.984 0.290
H 5.090 -0.196 4.590 0.155
H 5.971 -1.433 5.510 0.268
H 5.321 0.002 6.348 0.373
H 2.563 -2.866 5.132 0.269

(2)
120
Properties=species:S:1:pos:R:3:mulliken_charge:R:1 method="wB97M-V/def2-TZVPD" largest_force_ev_per_a=4.8 orbital_gap_ev=10.528 relative_energy_kj_mol=301.6 e_homo_ev=-10.604 smiles="COC(=O)OC.COC(=O)OC.COC(=O)OC.COC(=O)OC.COC(=O)OC.COC(=O)OC.COC(=O)OC.COC(=O)OC.COC(=O)OC.CC#N.CC#N"
C -5.514 3.447 1.590 -0.613
O -4.821 4.174 2.609 -0.306
C -4.637 3.589 3.834 0.790
O -5.013 2.468 4.169 -0.562
O -3.831 4.404 4.511 -0.287
C -3.427 3.945 5.779 -0.654
H -6.467 2.995 1.866 0.291
H -4.811 2.722 1.180 0.266
H -5.574 4.166 0.773 0.245
H -3.008 4.733 6.406 0.258
H -2.715 3.120 5.768 0.275
H -4.288 3.605 6.353 0.299
C -0.760 0.133 1.637 -0.625
O -0.364 1.305 0.953 -0.290
C -0.614 1.391 -0.368 0.782
O -1.287 0.583 -0.981 -0.571
O -0.090 2.510 -0.918 -0.283
C -0.452 2.849 -2.246 -0.626
H -0.479 0.292 2.678 0.222
H -0.161 -0.710 1.291 0.309
H -1.825 -0.087 1.568 0.281
H -0.056 3.851 -2.414 0.224
H -1.525 2.765 -2.418 0.291
H -0.035 2.218 -3.031 0.282
C -5.890 -3.662 -3.382 -0.632
O -5.105 -4.837 -3.683 -0.272
C -5.712 -5.926 -4.079 0.759
O -6.867 -5.824 -4.541 -0.584
O -4.888 -7.048 -3.824 -0.267
C -5.485 -8.302 -4.168 -0.664
H -5.206 -2.836 -3.187 0.208
H -6.473 -3.996 -2.524 0.319
H -6.615 -3.348 -4.134 0.289
H -4.687 -9.014 -4.378 0.249
H -6.144 -8.240 -5.033 0.310
H -6.086 -8.782 -3.395 0.281
C 9.369 6.514 3.130 -0.648
O 8.036 6.956 2.970 -0.300
C 7.172 6.174 2.369 0.810
O 7.351 4.932 2.139 -0.606
O 6.121 6.915 1.997 -0.299
C 4.924 6.257 1.488 -0.639
H 9.375 5.717 3.873 0.293
H 10.022 7.334 3.428 0.239
H 9.816 6.003 2.277 0.310
H 4.217 6.961 1.048 0.253
H 4.365 5.849 2.330 0.287
H 5.082 5.474 0.746 0.298
C 5.052 3.121 -5.831 -0.653
O 4.292 1.910 -5.966 -0.296
C 4.864 0.794 -6.492 0.751
O 6.026 0.725 -6.752 -0.544
O 3.894 -0.073 -6.685 -0.246
C 4.205 -1.345 -7.168 -0.687
H 6.103 3.137 -6.120 0.323
H 4.953 3.259 -4.754 0.246
H 4.508 3.968 -6.250 0.250
H 3.349 -1.895 -7.559 0.250
H 4.692 -1.995 -6.441 0.296
H 4.895 -1.314 -8.011 0.308
C 4.034 3.772 7.761 -0.653
O 3.458 2.618 8.324 -0.301
C 3.241 1.491 7.709 0.808
O 3.527 1.256 6.551 -0.589
O 2.659 0.710 8.598 -0.301
C 2.334 -0.653 8.297 -0.638
H 4.897 3.547 7.135 0.314
H 4.405 4.476 8.506 0.246
H 3.344 4.264 7.076 0.285
H 2.179 -1.104 9.277 0.232
H 3.055 -1.240 7.727 0.313
H 1.398 -0.684 7.739 0.284
C -5.309 5.820 -7.536 -0.595
O -6.183 4.937 -8.238 -0.305
C -6.594 3.670 -7.835 0.782
O -6.241 3.116 -6.781 -0.576
O -7.496 3.123 -8.703 -0.296
C -7.836 1.779 -8.653 -0.670
H -5.897 6.399 -6.824 0.270
H -4.864 6.429 -8.322 0.221
H -4.506 5.281 -7.033 0.315
H -8.089 1.267 -9.581 0.260
H -8.796 1.749 -8.139 0.274
H -7.109 1.182 -8.103 0.316
C -4.199 -3.461 8.521 -0.669
O -3.573 -3.994 9.652 -0.306
C -2.802 -5.077 9.473 0.779
O -2.622 -5.531 8.354 -0.551
O -2.368 -5.567 10.676 -0.299
C -1.425 -6.618 10.703 -0.577
H -4.698 -4.139 7.828 0.314
H -3.504 -2.818 7.981 0.281
H -5.053 -2.893 8.890 0.253
H -1.937 -7.519 10.365 0.276
H -0.975 -6.737 11.689 0.205
H -0.737 -6.373 9.894 0.293
C 5.145 -1.685 0.696 -0.631
O 5.474 -2.692 -0.266 -0.283
C 6.225 -3.821 0.101 0.775
O 6.770 -3.954 1.159 -0.537
O 6.237 -4.655 -0.924 -0.296
C 6.700 -5.996 -0.751 -0.662
H 4.856 -0.784 0.157 0.217
H 6.001 -1.527 1.352 0.305
H 4.302 -1.941 1.339 0.279
H 5.929 -6.763 -0.680 0.268
H 7.277 -6.068 0.171 0.325
H 7.323 -6.335 -1.578 0.240
C 0.403 -4.543 -2.772 -0.694
C -0.074 -4.987 -1.398 0.312
N -0.376 -5.355 -0.340 -0.372
H -0.386 -4.683 -3.511 0.244
H 1.301 -5.092 -3.055 0.262
H 0.720 -3.501 -2.812 0.254
C -1.950 -0.782 -7.135 -0.743
C -1.799 0.557 -7.721 0.342
N -1.643 1.611 -8.137 -0.356
H -1.526 -0.734 -6.132 0.213
H -1.433 -1.595 -7.643 0.275
H -2.965 -1.181 -7.128 0.274

(3)
101
Properties=species:S:1:pos:R:3:mulliken_charge:R:1 method="wB97M-V/def2-TZVPD" largest_force_ev_per_a=0.8 orbital_gap_ev="6.760 / 8.061" multiplicity=3 charge=+1 e_homo_ev="-9.726 / -11.027"
N 4.996 -2.096 -3.842 -0.594
C 3.537 -2.074 -3.726 -0.640
C 3.092 -1.002 -2.733 -0.018
C 3.266 0.416 -3.272 -1.282
C 2.107 0.861 -4.175 -0.656
C 0.976 1.541 -3.383 0.922
C -0.458 1.309 -3.855 -1.400
N -0.518 1.282 -5.383 0.090
C -1.258 0.031 -5.820 -1.463
C -1.216 -0.935 -4.642 0.296
C -0.033 -1.913 -4.664 -0.001
C -0.475 -3.342 -4.474 0.106
O -1.537 -3.744 -4.177 -0.479
F 0.562 -4.183 -4.706 -0.269
C -1.252 0.041 -3.447 0.144
C -0.942 -0.435 -2.028 0.608
C -1.233 -1.869 -1.630 -0.561
F -0.079 -2.637 -1.787 -0.313
H 5.302 -2.148 -4.803 0.225
H 5.404 -2.881 -3.353 0.244
H 3.110 -1.867 -4.715 0.285
H 3.132 -3.043 -3.417 0.371
H 2.052 -1.182 -2.429 -0.207
H 3.692 -1.115 -1.827 0.496
H 4.202 0.458 -3.832 0.560
H 3.360 1.118 -2.439 0.288
H 2.485 1.538 -4.947 0.426
H 1.722 -0.021 -4.705 0.206
H 1.153 2.620 -3.398 0.688
H 1.037 1.265 -2.332 -0.904
H -1.051 2.169 -3.542 0.499
H 0.415 1.322 -5.797 0.440
H -1.014 2.102 -5.729 0.426
H -2.278 0.328 -6.052 0.422
H -0.806 -0.350 -6.735 0.428
H -2.140 -1.516 -4.643 1.154
H 0.509 -1.897 -5.615 0.887
H 0.700 -1.694 -3.887 -0.895
H -2.292 0.389 -3.428 0.535
H 0.103 -0.266 -1.772 -0.567
H -1.507 0.200 -1.342 0.336
H -2.052 -2.351 -2.167 0.315
H -1.477 -1.850 -0.569 -0.041
C -2.001 4.740 1.990 -1.745
C -1.681 3.257 1.779 1.936
C -1.246 2.583 3.087 -0.970
C 0.142 3.010 3.553 -0.672
C 1.181 2.789 2.458 -0.754
C 0.822 3.464 1.127 2.135
N -0.580 3.052 0.765 0.050
O -0.654 1.917 0.183 -0.060
C 0.971 4.985 1.211 -1.881
C 1.757 2.975 0.032 -2.028
C -2.943 2.589 1.240 -2.016
H -2.030 5.275 1.040 0.361
H -2.986 4.817 2.450 0.467
H -1.306 5.247 2.651 0.275
H -1.258 1.497 2.946 -0.034
H -1.994 2.811 3.850 0.505
H 0.138 4.056 3.872 0.403
H 0.418 2.426 4.432 0.496
H 2.159 3.162 2.773 0.422
H 1.288 1.714 2.282 -0.182
H 0.529 5.468 0.337 0.369
H 2.034 5.225 1.229 0.460
H 0.533 5.420 2.102 0.292
H 1.757 1.890 -0.040 0.105
H 2.772 3.301 0.266 0.497
H 1.480 3.392 -0.938 0.430
H -3.224 3.011 0.273 0.472
H -3.755 2.771 1.944 0.499
H -2.816 1.516 1.129 0.160
C 0.350 -2.990 2.104 -2.074
C 0.406 -2.122 3.365 1.960
C 0.790 -2.939 4.604 -1.387
C -0.328 -3.860 5.086 -0.566
C -1.623 -3.083 5.318 -1.253
C -2.074 -2.274 4.096 1.480
N -0.909 -1.446 3.634 1.084
O -0.796 -0.331 4.245 -0.639
C -2.599 -3.192 2.989 -1.655
C -3.203 -1.321 4.474 -1.872
C 1.442 -1.030 3.109 -1.932
H -0.198 -2.463 1.321 0.305
H 1.364 -3.160 1.741 0.519
H -0.099 -3.969 2.239 0.296
H 1.049 -2.242 5.407 0.394
H 1.692 -3.511 4.372 0.363
H -0.491 -4.673 4.374 0.300
H -0.023 -4.335 6.020 0.419
H -2.434 -3.761 5.598 0.357
H -1.481 -2.392 6.154 0.375
H -2.729 -2.636 2.058 0.253
H -3.574 -3.574 3.292 0.501
H -1.969 -4.053 2.792 0.295
H -2.927 -0.678 5.304 0.383
H -4.074 -1.912 4.760 0.489
H -3.476 -0.689 3.627 0.357
H 1.137 -0.400 2.271 0.230
H 2.392 -1.506 2.861 0.491
H 1.583 -0.396 3.979 0.430

(4)
95
Properties=species:S:1:pos:R:3:mulliken_charge:R:1 method="wB97M-V/def2-TZVPD" largest_force_ev_per_a=3.1 orbital_gap_ev=10.044 charge=+1 e_homo_ev=-12.042
C -0.611 -1.274 1.933 0.125
C -0.317 -0.252 1.333 -1.080
C 0.034 1.023 0.753 -0.129
N 1.528 1.277 0.640 1.369
C 1.977 2.023 1.868 -1.396
C 1.588 1.353 3.198 0.407
C 0.407 2.015 3.933 -0.726
C -0.148 1.115 5.051 -1.240
C 0.931 0.355 5.857 -1.095
C 0.751 -1.172 5.704 -0.796
C 2.037 -1.909 5.254 -0.809
C 1.752 -3.023 4.242 -0.943
O 2.131 -2.552 2.954 -0.199
C 2.434 -3.602 2.045 -0.904
C 2.311 0.026 0.537 -0.686
C 3.667 0.219 -0.161 -1.249
C 3.378 0.541 -1.649 -1.147
C 2.003 1.239 -1.876 0.294
N 0.970 0.309 -2.249 0.667
C 2.207 2.145 -3.137 -1.549
C 2.267 1.350 -4.457 -1.136
C 0.921 1.330 -5.213 -0.402
C 0.748 0.056 -6.043 -1.257
C 0.224 -1.147 -5.236 -0.593
C -1.222 -0.979 -4.744 -1.079
C -1.510 -1.586 -3.340 -0.550
C -2.457 -0.671 -2.552 -0.573
C -3.356 -1.421 -1.541 -0.406
C -4.601 -0.548 -1.276 -0.760
C -5.317 -0.870 0.052 -0.609
C -6.859 -0.761 -0.122 -0.507
C -7.509 0.239 0.853 -1.209
C 1.709 2.118 -0.631 -0.552
C 2.721 3.259 -0.477 -1.794
H -0.891 -2.080 2.551 0.613
H -0.383 1.875 1.278 0.261
H -0.426 1.032 -0.226 0.357
H 1.534 3.010 1.898 0.711
H 3.054 2.081 1.868 0.436
H 1.470 0.273 3.134 -0.849
H 2.429 1.493 3.870 0.994
H -0.422 2.263 3.271 0.248
H 0.771 2.941 4.379 0.476
H -0.915 0.465 4.642 0.493
H -0.671 1.771 5.745 0.438
H 1.946 0.673 5.643 0.594
H 0.762 0.579 6.906 0.529
H -0.062 -1.434 5.032 0.375
H 0.466 -1.583 6.671 0.509
H 2.705 -1.179 4.800 0.364
H 2.542 -2.360 6.104 0.519
H 2.328 -3.914 4.497 0.562
H 0.693 -3.304 4.276 0.403
H 2.093 -3.282 1.060 0.212
H 1.921 -4.530 2.283 0.480
H 3.516 -3.725 1.983 0.260
H 1.814 -0.722 -0.063 0.418
H 2.507 -0.451 1.492 0.483
H 4.298 0.951 0.331 0.352
H 4.153 -0.750 -0.121 0.492
H 4.116 1.271 -1.969 0.379
H 3.501 -0.312 -2.310 0.477
H 1.078 -0.647 -1.962 0.239
H 0.024 0.650 -2.262 -0.211
H 1.349 2.824 -3.195 0.473
H 3.109 2.744 -3.058 0.725
H 2.959 1.886 -5.106 0.414
H 2.679 0.354 -4.320 0.427
H 0.121 1.395 -4.481 0.184
H 0.857 2.188 -5.878 0.471
H 1.686 -0.265 -6.497 0.417
H 0.059 0.198 -6.875 0.403
H 0.907 -1.391 -4.424 0.230
H 0.251 -1.993 -5.923 0.494
H -1.891 -1.466 -5.449 0.523
H -1.515 0.069 -4.734 0.514
H -2.015 -2.535 -3.512 0.687
H -0.595 -1.815 -2.799 0.247
H -3.124 -0.178 -3.257 0.376
H -1.939 0.104 -1.980 -0.035
H -3.626 -2.407 -1.910 0.472
H -2.796 -1.506 -0.608 0.036
H -5.244 -0.657 -2.145 0.372
H -4.236 0.478 -1.249 0.256
H -5.045 -0.075 0.745 0.241
H -5.030 -1.833 0.461 0.479
H -7.122 -0.442 -1.128 0.338
H -7.274 -1.760 0.000 0.293
H -7.623 -0.238 1.822 0.298
H -6.898 1.134 0.920 0.360
H -8.469 0.533 0.439 0.355
H 0.790 2.655 -0.861 0.645
H 2.334 4.044 0.163 0.518
H 3.663 2.943 -0.041 0.281
H 2.939 3.733 -1.424 0.408